(1)
ORCA calculation (wB97M-V/def2-TZVPD) on a cluster of 2 separate species, C3H2ClNO2 in total.

Each line ends with the Mulliken charge.
Atoms and positions in Å:
C  1.158  -0.960  0.077  0.3446
C  1.580  0.294  -0.420  0.4389
C  -1.055  0.386  0.503  -0.3253
N  0.309  0.089  0.336  0.0116
O  1.082  -2.147  0.112  -0.4900
O  2.080  1.163  -1.036  -0.4011
Cl  -1.574  1.940  0.068  -0.0752
H  -1.610  -0.230  1.304  0.3617
H  -1.970  -0.534  -0.944  0.1348

Calculated values
ΔE to the lowest compared entry with this formula, charge and spin in eV: 5.503
E_tot in hartree: -780.74898
Maximum force in hartree/bohr: 0.0895

(2)
ORCA calculation (wB97M-V/def2-TZVPD) on a cluster of 2 separate species, C4H12N3O in total.

Each line ends with the Mulliken charge.
Atoms and positions in Å:
C  -1.050  0.108  1.640  -0.9276
N  -0.605  -2.573  2.370  -0.5979
C  0.194  -1.867  1.387  0.0045
N  0.052  -0.668  1.059  -0.2114
H  -1.968  -0.057  1.082  0.2663
H  -0.808  1.158  1.528  0.2420
H  -1.161  -0.175  2.694  0.4216
H  -1.060  -3.370  1.939  0.2202
H  0.003  -2.951  3.088  0.2141
H  0.978  -2.498  0.953  0.3155
C  -0.102  1.919  -1.028  -0.4387
O  -1.377  1.716  -0.641  -0.8521
C  0.328  0.950  -2.149  -0.3664
N  1.740  1.100  -2.520  -0.6394
H  0.091  2.953  -1.419  0.2786
H  0.663  1.796  -0.210  0.1271
H  0.056  -0.057  -1.789  0.1779
H  -0.311  1.147  -3.015  0.3610
H  2.319  0.905  -1.712  0.2100
H  2.019  0.463  -3.257  0.1947

Calculated values
ΔE to the lowest compared entry with this formula, charge and spin in eV: 2.851
Total charge: -1
E_tot in hartree: -399.05236
Maximum force in hartree/bohr: 0.0181

(3)
ORCA calculation (wB97M-V/def2-TZVPD) on a cluster of 5 separate species, C37H54N5O3SSi in total.

Each line ends with the Mulliken charge.
Atoms and positions in Å:
C  3.250  -3.546  -0.709  -0.6444
O  2.755  -2.451  -1.565  -0.4007
C  1.557  -1.996  -0.893  0.0451
C  0.611  -1.080  -1.848  -1.1250
C  -0.814  -0.986  -1.076  1.4919
C  -1.782  0.158  -1.666  -1.0158
C  -3.311  -0.358  -1.518  -0.5634
C  -3.881  -0.303  -0.013  -0.0976
C  -4.377  -1.713  0.638  -0.7575
N  -3.424  -2.287  1.675  0.4436
C  -3.364  -3.672  2.226  -0.3191
C  -4.109  -4.792  1.347  -0.5943
C  -3.009  -5.957  1.031  -0.9911
C  -2.149  -5.435  -0.248  0.4143
O  -3.030  -5.644  -1.408  -0.3052
C  -2.662  -4.701  -2.422  0.1532
O  -2.126  -5.163  -3.460  -0.4917
C  -2.594  -1.302  2.091  0.2661
Si  -1.149  -1.332  3.362  0.3947
C  0.238  -2.436  2.556  -0.5682
C  -1.567  -2.136  5.046  -1.0250
C  -0.416  0.429  3.471  -1.0973
S  -2.832  0.379  1.355  -0.1629
H  2.836  -4.554  -1.053  0.2481
H  2.793  -3.354  0.339  0.2624
H  4.380  -3.519  -0.568  0.3059
H  0.923  -2.944  -0.678  0.2316
H  1.784  -1.403  0.076  0.1104
H  1.084  -0.035  -2.004  0.3051
H  0.512  -1.524  -2.905  0.3487
H  -0.543  -0.741  0.022  -0.4894
H  -1.283  -2.031  -1.058  -0.4861
H  -1.629  1.169  -1.122  0.3481
H  -1.567  0.374  -2.781  0.4145
H  -3.949  0.382  -2.137  0.3980
H  -3.353  -1.416  -1.983  0.1735
H  -4.865  0.268  -0.146  0.5414
H  -5.501  -1.785  0.889  0.2602
H  -4.222  -2.415  -0.272  0.1314
H  -3.911  -3.645  3.248  0.2632
H  -2.312  -4.055  2.449  0.1467
H  -4.567  -4.420  0.372  0.3154
H  -4.951  -5.328  1.924  0.3374
H  -2.304  -6.137  1.923  0.3606
H  -3.526  -6.965  0.814  0.4125
H  -1.919  -4.319  -0.082  -0.3813
H  -1.167  -6.010  -0.328  0.3437
H  -2.856  -3.573  -2.275  0.4549
H  0.350  -3.449  3.072  0.3918
H  -0.075  -2.644  1.472  -0.1669
H  1.229  -1.848  2.487  0.3380
H  -0.936  -1.587  5.847  0.3594
H  -1.133  -3.206  5.017  0.3035
H  -2.674  -2.146  5.324  0.3203
H  -1.210  1.168  3.827  0.2852
H  -0.042  0.796  2.438  0.3636
H  0.494  0.376  4.183  0.3528
N  5.662  0.417  -0.700  -0.5614
C  5.085  -0.538  -1.449  -0.2260
C  5.445  -0.816  -2.758  -0.2205
C  6.459  -0.065  -3.333  -0.5425
C  7.073  0.929  -2.585  -0.3041
C  6.643  1.129  -1.283  -0.5685
H  4.297  -1.095  -0.958  0.5276
H  4.945  -1.601  -3.312  0.4485
H  6.768  -0.252  -4.356  0.4194
H  7.867  1.535  -3.003  0.4211
H  7.095  1.893  -0.656  0.5647
N  2.844  3.652  0.294  -0.4868
C  4.008  3.294  -0.276  -0.2327
C  4.789  4.149  -1.036  -0.1176
C  4.345  5.449  -1.225  -0.5775
C  3.145  5.846  -0.650  -0.2572
C  2.439  4.918  0.096  -0.3727
H  4.311  2.267  -0.102  0.5152
H  5.720  3.807  -1.470  0.3676
H  4.928  6.148  -1.816  0.4408
H  2.769  6.854  -0.778  0.4369
H  1.498  5.181  0.569  0.3729
N  2.243  6.205  -4.915  -0.5165
C  2.907  5.362  -4.108  -0.1269
C  3.401  4.132  -4.515  -0.1537
C  3.195  3.746  -5.831  -0.5818
C  2.510  4.597  -6.687  -0.2957
C  2.059  5.807  -6.184  -0.3116
H  3.040  5.707  -3.089  0.3443
H  3.933  3.494  -3.820  0.4462
H  3.565  2.790  -6.188  0.3965
H  2.331  4.327  -7.720  0.3763
H  1.521  6.508  -6.815  0.3683
N  -4.296  1.573  5.676  -0.3837
C  -4.563  1.720  4.368  0.1862
C  -5.284  2.779  3.842  -0.5511
C  -5.762  3.745  4.716  -0.3493
C  -5.503  3.618  6.073  -0.3659
C  -4.769  2.522  6.499  -0.3107
H  -4.171  0.938  3.727  0.3604
H  -5.467  2.848  2.777  0.3431
H  -6.332  4.589  4.343  0.3785
H  -5.861  4.352  6.783  0.3754
H  -4.537  2.380  7.550  0.3699

Calculated values
Total charge: +1
E_tot in hartree: -2629.01761
Maximum force in hartree/bohr: 0.1056

(4)
ORCA calculation (wB97M-V/def2-TZVPD) on a structure of composition C37H34ClF4IrN4O6S.

Each line ends with the Mulliken charge.
Atoms and positions in Å:
Ir  1.328  -0.165  -2.546  2.2495
C  -0.305  1.814  -3.992  -1.2961
N  0.123  1.478  -2.599  0.1871
C  -1.100  1.313  -1.744  -0.1615
C  0.977  2.619  -2.117  -1.6607
C  1.961  2.182  -1.058  -0.9404
N  2.455  0.850  -1.513  0.2481
C  3.726  0.357  -1.133  0.5945
C  4.076  -0.885  -1.642  0.2173
F  3.154  -1.516  -2.441  -0.5789
C  5.255  -1.522  -1.340  0.2842
F  5.501  -2.717  -1.857  -0.2985
C  6.152  -0.912  -0.485  -0.5233
C  5.820  0.314  0.051  0.2597
F  6.649  0.922  0.895  -0.2997
C  4.626  0.950  -0.257  0.1136
F  4.351  2.120  0.333  -0.3735
H  -0.868  2.749  -3.959  0.4199
H  -0.928  1.017  -4.381  0.4418
H  0.571  1.919  -4.625  0.4049
H  -1.170  2.130  -1.030  0.2985
H  -1.032  0.382  -1.197  -0.6128
H  -1.981  1.291  -2.382  0.5099
H  0.341  3.419  -1.736  0.4296
H  1.533  2.985  -2.978  0.5011
H  1.924  2.144  0.908  0.0655
H  2.780  2.899  -1.019  0.9168
H  7.087  -1.391  -0.229  0.5300
O  -2.278  -3.960  -5.480  -0.5406
C  -2.602  -3.982  -4.201  0.4888
O  -3.534  -4.611  -3.780  -0.5544
C  -1.758  -3.188  -3.242  -0.2590
C  -1.899  -3.267  -1.866  0.3184
Cl  -2.809  -4.429  -1.036  -0.1069
N  -1.055  -2.383  -1.260  1.3749
N  -0.312  -1.771  -2.238  -1.0020
C  -0.738  -2.251  -3.407  -0.3345
C  -0.088  -1.708  -4.628  1.3489
O  -0.356  -2.099  -5.747  -0.7929
O  0.770  -0.775  -4.382  -0.5784
C  -0.910  -2.078  0.129  -1.0590
C  -1.966  -2.332  1.034  -0.8792
C  -1.645  -2.178  2.444  -1.0353
C  -0.529  -1.468  2.857  -1.1182
C  0.398  -1.015  1.958  -1.3898
C  0.376  -1.444  0.525  3.1863
H  -1.541  -3.328  -5.685  0.4354
H  -2.508  -3.241  0.841  0.5015
H  -2.371  -2.536  3.160  0.4950
H  -0.387  -1.269  3.912  0.5133
H  1.265  -0.453  2.275  1.0666
H  0.633  -0.583  -0.099  -1.3658
O  1.312  2.046  0.163  0.2670
S  -2.121  3.084  1.739  -0.0670
C  -1.302  2.458  3.231  -0.3848
C  0.132  2.930  3.243  0.2962
C  1.162  2.044  3.540  -0.2904
C  2.485  2.467  3.555  -0.6681
C  2.793  3.792  3.274  -0.5266
C  1.771  4.688  2.990  -0.6859
C  0.451  4.260  2.976  -0.4847
C  -3.779  2.410  1.936  -1.1736
C  -3.953  0.913  1.843  0.5370
C  -4.851  0.289  2.715  -0.6405
C  -5.158  -1.063  2.573  -0.9213
C  -4.563  -1.802  1.583  -0.5816
C  -3.554  -1.246  0.731  0.3082
C  -3.316  0.156  0.883  0.5317
H  -1.348  1.369  3.239  -0.0602
H  -1.836  2.836  4.106  0.5867
H  0.923  1.013  3.772  0.4917
H  3.273  1.766  3.798  0.4610
H  3.822  4.128  3.294  0.4390
H  2.000  5.726  2.791  0.4402
H  -0.340  4.967  2.760  0.4687
H  -4.349  2.883  1.132  0.4661
H  -4.209  2.776  2.870  0.4698
H  -5.335  0.872  3.488  0.3841
H  -5.880  -1.523  3.235  0.4343
H  -4.804  -2.854  1.474  0.4647
H  -3.648  -1.582  -0.306  0.3669
H  -2.561  0.628  0.273  -0.2438
C  1.377  -3.857  0.100  -1.3753
C  1.598  -2.399  0.381  0.5959
O  2.700  -1.934  0.545  -0.6046
H  2.308  -4.397  0.249  0.5358
H  1.044  -3.989  -0.932  0.2060
H  0.593  -4.255  0.747  0.3178

Calculated values
ΔE to the lowest compared entry with this formula, charge and spin in eV: 4.059
Total charge: +1
Expectation value of S²: 0.918
E_tot in hartree: -3462.60989
Multiplicity: 2
Maximum force in hartree/bohr: 0.0672

(5)
ORCA calculation (wB97M-V/def2-TZVPD) on a cluster of 2 separate species, C3H10NO in total.

Each line ends with the Mulliken charge.
Atoms and positions in Å:
C  -1.124  0.410  -1.826  -0.6859
N  0.108  0.785  -1.243  -0.1917
H  -2.005  0.393  -1.157  0.2715
H  -0.915  -0.626  -2.359  0.2893
H  -1.343  1.220  -2.628  0.3277
H  0.351  1.822  -1.269  0.4686
H  0.230  0.767  -0.145  0.1724
H  0.938  0.267  -1.518  0.3961
C  0.793  -1.663  1.638  -0.5057
C  0.129  -0.501  1.737  -0.1121
O  0.722  0.722  1.484  -0.5995
H  1.672  -1.703  0.911  0.1583
H  0.884  -2.660  2.249  0.2517
H  -0.987  -0.493  1.798  0.3678
H  0.548  1.260  2.330  0.3914

Calculated values
ΔE to the lowest compared entry with this formula, charge and spin in eV: 3.123
Total charge: +1
E_tot in hartree: -249.93903
Maximum force in hartree/bohr: 0.1226

Q: What is the E_tot in the fourth record?
A: -3462.60989 hartree